Entry from OMol25: C12H30N2O4Tl as an isolated structure at a distorted geometry (ωB97M-V/def2-TZVPD).

```
! RIJCOSX wB97M-V def2-TZVPD def2/J DEFGRID3
* xyz 3 1
Tl -22.933 -17.578 30.728
C -22.149 -23.553 28.052
O -22.096 -22.191 28.481
C -21.589 -21.307 27.532
C -21.813 -19.869 28.069
N -21.526 -19.879 29.504
C -20.099 -19.992 29.870
C -19.867 -19.849 31.399
O -20.684 -18.857 31.956
C -20.497 -18.809 33.388
H -22.394 -23.599 26.987
H -23.023 -24.025 28.507
H -21.284 -24.159 28.325
H -22.036 -21.413 26.539
H -20.507 -21.476 27.385
H -22.800 -19.504 27.804
H -20.996 -19.301 27.618
H -21.880 -20.809 29.809
H -19.646 -19.145 29.344
H -19.683 -20.911 29.438
H -18.831 -19.487 31.354
H -19.942 -20.808 31.913
H -21.103 -17.958 33.679
H -19.456 -18.680 33.678
H -20.928 -19.681 33.882
C -21.764 -15.460 33.456
O -22.816 -16.375 33.048
C -24.060 -16.093 33.587
C -24.986 -17.129 32.969
N -24.986 -17.012 31.514
C -25.892 -17.879 30.785
C -26.151 -17.333 29.407
O -26.445 -15.994 29.523
C -26.862 -15.371 28.299
H -20.796 -15.884 33.208
H -21.795 -15.385 34.546
H -21.936 -14.477 33.023
H -24.410 -15.064 33.429
H -24.084 -16.211 34.676
H -25.983 -16.944 33.393
H -24.710 -18.125 33.320
H -25.136 -16.048 31.189
H -26.885 -17.952 31.260
H -25.558 -18.917 30.688
H -26.906 -17.970 28.915
H -25.310 -17.501 28.689
H -27.149 -14.347 28.533
H -27.722 -15.869 27.857
H -26.002 -15.259 27.631
*
```

- Energy: -1056.89442 Eh
- HOMO-LUMO gap: 3.7 eV
- Lowest unoccupied orbital energy: -15.13 eV

Entry from OMol25: one molecule with the formula C18H20N2O5 at a distorted geometry (ωB97M-V/def2-TZVPD).

```
! RIJCOSX wB97M-V def2-TZVPD def2/J DEFGRID3
* xyz 0 1
C 0.089 -0.733 4.419
H 0.799 -1.103 5.157
O 0.851 -0.005 3.489
C 0.212 0.544 2.417
C -1.151 0.467 2.172
C -1.698 1.026 1.026
C -0.886 1.663 0.104
C 0.479 1.781 0.373
C 1.021 1.232 1.510
H 2.075 1.316 1.717
H 1.102 2.314 -0.327
O -1.291 2.178 -1.102
C -2.662 2.349 -1.389
H -3.185 2.787 -0.530
C -3.399 1.085 -1.865
H -3.786 0.509 -1.023
H -4.252 1.410 -2.463
C -2.499 0.157 -2.691
C -1.738 -0.758 -1.741
O -2.322 -1.542 -1.026
N -0.384 -0.603 -1.785
C 0.577 -1.123 -0.916
C 0.226 -1.946 0.150
C 1.189 -2.413 1.026
C 2.506 -2.048 0.857
C 2.859 -1.226 -0.211
C 1.921 -0.767 -1.136
C 2.287 0.024 -2.356
H 3.361 0.077 -2.495
H 1.848 -0.431 -3.244
H 1.928 1.050 -2.268
N 4.252 -0.869 -0.284
O 5.054 -1.681 0.128
O 4.552 0.223 -0.723
H 3.276 -2.376 1.538
H 0.906 -3.053 1.846
H -0.809 -2.212 0.284
H -0.043 0.130 -2.389
H -1.833 0.738 -3.328
H -3.128 -0.479 -3.316
H -2.660 3.085 -2.200
H -2.760 0.937 0.870
H -1.814 -0.035 2.859
H -0.419 -1.580 3.947
H -0.652 -0.099 4.918
*
```

- Energy: -1183.53832 Eh
- HOMO-LUMO gap: 8.0 eV
- SMILES string: COc1ccc(OCCCC(=O)Nc2cccc([N+](=O)[O-])c2C)cc1
- Lowest unoccupied orbital energy: -0.13 eV

Entry from OMol25: C24H27Br55N2O2PS as an isolated structure at a distorted geometry (ωB97M-V/def2-TZVPD).

```
! RIJCOSX wB97M-V def2-TZVPD def2/J DEFGRID3
* xyz 1 1
C -0.852 -1.249 2.124
C -1.814 0.016 1.954
C -2.996 -0.242 0.978
C -4.361 -0.429 1.522
S -4.685 -0.394 3.311
C -5.375 -0.671 0.460
O -6.710 -0.864 0.768
C -5.029 -0.674 -0.971
N -3.757 -0.489 -1.327
N -2.877 -0.313 -0.371
P -1.150 -0.128 -0.967
O -1.107 1.089 -2.097
Br -0.787 -2.008 -2.139
H 0.190 -0.889 1.975
H -0.990 -1.674 3.146
H -1.136 -1.980 1.323
H -2.219 0.243 2.974
H -1.220 0.918 1.666
H -5.515 0.684 3.565
H -6.932 -1.817 0.736
H -5.802 -0.818 -1.741
H -1.099 1.968 -1.649
C -4.568 -3.149 -4.673
Br -4.789 -1.905 -3.200
Br -5.144 -4.930 -4.192
Br -5.436 -2.520 -6.280
H -3.506 -3.204 -4.884
C -6.458 2.086 6.225
Br -6.708 3.327 7.684
Br -7.012 0.294 6.698
Br -7.322 2.694 4.601
H -5.393 2.045 6.021
C 2.981 0.596 -2.462
Br 3.976 -0.925 -3.109
Br 1.840 0.114 -0.969
Br 4.131 2.087 -2.033
H 2.329 0.918 -3.268
C 6.009 -3.318 -5.920
Br 5.707 -3.861 -4.085
Br 5.105 -1.659 -6.341
Br 7.892 -3.236 -6.341
H 5.574 -4.084 -6.552
C 9.356 -7.062 -5.664
Br 10.771 -6.065 -6.524
Br 8.885 -6.307 -3.947
Br 7.812 -7.250 -6.815
H 9.738 -8.060 -5.478
C -9.993 -1.078 3.515
Br -10.438 -0.132 5.136
Br -10.782 -0.244 1.962
Br -8.082 -1.288 3.317
H -10.419 -2.072 3.597
C -5.927 4.928 11.802
Br -6.176 6.155 13.271
Br -6.483 3.135 12.263
Br -6.789 5.550 10.186
H -4.863 4.888 11.599
C 3.446 -5.710 -0.800
Br 3.140 -6.243 1.033
Br 2.554 -4.045 -1.223
Br 5.331 -5.637 -1.221
H 3.008 -6.475 -1.431
C -9.442 3.387 0.340
Br -11.190 2.578 0.181
Br -9.332 4.572 1.862
Br -8.038 2.054 0.372
H -9.289 3.990 -0.548
C -11.578 6.298 4.900
Br -9.856 5.719 5.564
Br -12.837 6.592 6.335
Br -11.419 7.846 3.753
H -11.971 5.490 4.291
C 10.783 -0.652 -7.583
Br 11.578 -0.775 -9.338
Br 11.307 -2.136 -6.458
Br 11.146 1.050 -6.741
H 9.709 -0.717 -7.716
C 12.657 -5.779 -10.227
Br 13.750 -7.228 -9.563
Br 10.771 -6.155 -10.040
Br 13.128 -4.091 -9.413
H 12.861 -5.690 -11.288
C -1.276 5.318 -0.648
Br -1.898 3.749 0.304
Br 0.327 6.047 0.141
Br -1.057 4.958 -2.533
H -2.049 6.074 -0.553
C -6.037 4.815 17.590
Br -7.589 5.485 18.527
Br -6.532 3.675 16.109
Br -4.862 6.245 17.031
H -5.482 4.203 18.292
C -2.062 5.518 -6.688
Br -0.930 4.089 -6.041
Br -3.936 5.091 -6.491
Br -1.620 7.209 -5.864
H -1.868 5.621 -7.750
C -3.117 0.369 12.766
Br -3.692 1.351 14.330
Br -4.614 -0.318 11.750
Br -1.922 1.416 11.662
H -2.554 -0.488 13.119
C 16.203 -8.125 -12.520
Br 14.860 -9.506 -12.693
Br 17.847 -8.608 -13.413
Br 15.547 -6.403 -13.110
H 16.431 -8.033 -11.463
C 12.372 2.954 -3.520
Br 14.094 2.439 -2.811
Br 11.087 3.291 -2.115
Br 12.517 4.453 -4.734
H 12.001 2.113 -4.095
*
```

- Energy: -143500.50145 Eh
- HOMO-LUMO gap: 6.6 eV
- Lowest unoccupied orbital energy: -4.43 eV

Entry from OMol25: C21H28F5O2V as an isolated structure at a distorted geometry (ωB97M-V/def2-TZVPD).

```
! RIJCOSX wB97M-V def2-TZVPD def2/J DEFGRID3
* xyz 0 3
O -0.241 -0.349 -3.991
C 0.919 0.368 -4.571
C 0.064 1.574 -4.986
H 1.331 -0.284 -5.336
H 1.680 0.616 -3.823
C -0.967 0.898 -4.010
H -0.249 1.665 -6.029
H 0.479 2.543 -4.663
C -2.409 0.644 -4.384
H -2.515 -0.134 -5.173
H -2.867 1.594 -4.692
H -2.947 0.230 -3.518
C -0.812 1.841 -2.834
H 0.240 1.972 -2.576
H -1.355 1.577 -1.943
H -1.199 2.834 -3.138
V 0.314 -0.236 0.111
C 0.882 1.487 1.349
C 1.984 0.581 1.407
C 2.512 0.442 0.083
H 2.424 0.180 2.319
C 1.709 1.222 -0.807
C 0.700 1.890 -0.018
H 0.010 2.648 -0.381
H 0.341 1.877 2.209
H 3.428 -0.067 -0.194
H 1.929 1.400 -1.855
C -1.286 -0.648 1.585
C -1.641 0.596 0.943
C -2.095 0.301 -0.373
H -1.673 1.581 1.409
C -1.945 -1.096 -0.601
C -1.521 -1.697 0.627
H -1.545 -2.756 0.855
H -0.980 -0.768 2.622
H -2.666 0.986 -1.003
H -2.217 -1.600 -1.526
O 0.293 -1.439 -6.161
C 0.034 -0.634 -7.357
C 0.576 -1.357 -8.580
H 0.535 0.351 -7.294
H -1.047 -0.453 -7.389
C 1.544 -2.409 -8.009
H 1.073 -0.650 -9.247
H -0.290 -1.774 -9.098
C 1.279 -2.448 -6.507
H 2.582 -2.112 -8.169
H 1.372 -3.363 -8.487
H 2.194 -2.242 -5.950
H 0.905 -3.422 -6.166
F 0.284 -2.835 -1.239
C 1.278 -2.195 -0.505
F 2.330 -1.973 -1.382
C 1.779 -3.179 0.564
F 0.832 -3.411 1.518
F 2.083 -4.374 -0.005
F 2.898 -2.713 1.181
*
```

- Energy: -2410.66023 Eh
- HOMO-LUMO gap (spin up / spin down): 8.7 / 9.3 eV
- Lowest unoccupied orbital energy (spin up / spin down): 0.43 / 0.46 eV

Entry from OMol25: a 2-piece molecular cluster, C5H14 overall at a distorted geometry (ωB97M-V/def2-TZVPD).

```
! RIJCOSX wB97M-V def2-TZVPD def2/J DEFGRID3
* xyz 0 1
C -1.161 -0.625 0.261
C -1.060 -1.479 -1.043
C -1.826 -1.532 1.311
H -0.149 -0.520 0.607
H -1.675 0.290 0.204
H -1.726 -2.320 -1.155
H -1.392 -2.539 1.502
H -0.041 -1.634 -1.370
H -1.534 -0.972 -1.920
H -1.575 -1.132 2.285
H -2.841 -1.826 0.968
C 2.613 1.864 -0.275
C 1.096 1.875 -0.136
H 3.258 2.110 0.563
H 2.901 0.806 -0.270
H 2.937 2.124 -1.288
H 0.597 2.558 -0.801
H 0.615 0.895 -0.360
H 0.962 2.058 0.917
*
```

- Energy: -198.83083 Eh
- HOMO-LUMO gap: 11.8 eV
- SMILES string: CCC.CC
- Lowest unoccupied orbital energy: 1.05 eV

Entry from OMol25: C6H65ClNbO26 as an isolated structure at a distorted geometry (ωB97M-V/def2-TZVPD).

```
! RIJCOSX wB97M-V def2-TZVPD def2/J DEFGRID3
* xyz -1 1
C 1.460 -3.319 0.014
C 2.194 -2.370 -0.760
C 2.763 -1.062 -1.633
Nb 1.665 0.844 -0.884
C -0.002 0.402 -2.393
C -0.916 -0.924 -2.012
C -1.749 -0.784 -0.605
Cl -2.237 0.953 -0.169
H 0.608 -3.843 0.665
H 2.466 -1.152 -2.779
H 3.929 -0.947 -1.472
H 2.577 1.913 -2.023
H 0.769 2.223 -0.128
H 0.830 -0.262 0.324
H 2.997 1.019 0.371
H -0.643 1.374 -2.521
H 0.554 0.119 -3.412
H -1.737 -1.026 -2.871
H -0.284 -1.923 -1.961
H -1.130 -1.310 0.265
H -2.769 -1.398 -0.698
O 4.350 -1.964 -4.327
H 4.779 -2.278 -3.517
H 3.564 -2.524 -4.409
O 7.006 -0.499 -5.717
H 7.644 -1.134 -5.357
H 6.145 -0.858 -5.454
O 4.224 -1.195 -7.462
H 5.146 -0.955 -7.641
H 4.224 -1.441 -6.525
O 3.993 3.320 1.280
H 3.859 4.279 1.236
H 3.942 3.120 2.227
O -1.733 -3.959 0.665
H -2.645 -3.912 0.342
H -1.829 -4.156 1.609
O -4.733 -3.309 0.965
H -5.645 -3.262 0.642
H -4.829 -3.506 1.909
O -5.252 0.090 0.904
H -4.331 0.330 0.725
H -5.252 -0.156 1.842
O 4.117 6.049 2.099
H 3.983 7.008 2.055
H 4.065 5.849 3.046
O -5.483 0.009 3.939
H -5.617 0.968 3.895
H -5.535 -0.191 4.886
O -0.444 0.332 2.729
H -0.918 0.432 1.889
H -0.873 -0.427 3.151
O -6.144 -2.562 5.411
H -6.618 -2.463 4.572
H -6.573 -3.321 5.834
O 2.602 0.387 -9.927
H 3.030 0.073 -9.116
H 1.815 -0.173 -10.008
O -6.257 -1.895 -1.310
H -6.711 -1.236 -1.857
H -5.685 -1.367 -0.732
O -6.791 -2.530 -4.035
H -6.363 -2.845 -3.225
H -7.578 -3.091 -4.117
O 5.378 -2.157 -0.255
H 4.414 -2.236 -0.320
H 5.575 -2.432 0.653
O 5.624 7.622 0.234
H 4.997 7.533 -0.499
H 5.647 6.738 0.631
O -5.016 2.649 5.025
H -5.149 3.608 4.981
H -5.067 2.449 5.972
O 6.684 7.799 -2.600
H 6.551 8.758 -2.644
H 6.633 7.599 -1.653
O -7.958 0.304 -0.778
H -7.530 -0.011 0.032
H -8.744 -0.257 -0.860
O -6.417 0.397 6.859
H -5.885 -0.341 7.192
H -7.331 0.115 7.013
O -1.152 -4.508 3.391
H -0.230 -4.268 3.211
H -1.151 -4.754 4.328
O 7.375 -3.168 -4.239
H 7.803 -3.483 -3.429
H 6.589 -3.729 -4.320
O 6.547 -0.396 -2.876
H 5.749 0.153 -2.876
H 6.771 -0.484 -3.815
O -3.053 -4.216 5.814
H -3.851 -3.667 5.814
H -2.829 -4.304 4.875
O -4.740 5.874 5.010
H -4.602 6.798 5.270
H -3.992 5.682 4.424
O 5.148 2.258 3.748
H 6.070 2.497 3.569
H 5.149 2.011 4.686
*
```

- Energy: -2740.53778 Eh
- HOMO-LUMO gap: 5.5 eV
- Lowest unoccupied orbital energy: 1.04 eV

Entry from OMol25: one molecule with the formula C5H9N3O3 at a distorted geometry (ωB97M-V/def2-TZVPD).

```
! RIJCOSX wB97M-V def2-TZVPD def2/J DEFGRID3
* xyz 0 1
C -2.208 -0.828 0.295
C 0.510 0.563 2.395
C 0.263 0.006 0.955
C 1.107 -1.528 -0.763
C -0.338 1.485 -0.899
N -0.770 0.475 3.071
N -1.676 0.077 2.383
N -1.329 -0.206 1.127
O -2.111 -1.130 -0.850
O 0.831 -1.215 0.604
O 0.509 1.119 0.184
H -3.211 -0.920 0.958
H 1.155 0.138 3.038
H 0.780 1.610 2.406
H 2.023 -1.966 -0.692
H 1.162 -0.751 -1.553
H 0.300 -2.355 -0.963
H -1.283 1.560 -0.576
H -0.288 0.824 -1.641
H 0.042 2.370 -1.318
*
```

- Energy: -585.77378 Eh
- HOMO-LUMO gap: 10.5 eV
- SMILES string: COC1(OC)CN=NN1C=O
- Lowest unoccupied orbital energy: 0.84 eV

Entry from OMol25: one molecule with the formula C5H8O2 (ωB97M-V/def2-TZVPD).

```
! RIJCOSX wB97M-V def2-TZVPD def2/J DEFGRID3
* xyz 0 1
O -0.661 1.379 0.000
C 0.348 -0.302 -0.036
C -0.757 -1.096 0.265
C -1.776 0.438 0.485
O -2.795 0.467 -0.185
C 1.674 0.067 0.472
C 1.410 -0.072 -1.026
H -0.954 1.560 -0.909
H -1.230 -1.637 -0.549
H -0.768 -1.602 1.228
H -1.742 0.537 1.583
H 2.237 -0.707 0.987
H 1.822 1.074 0.847
H 1.413 0.842 -1.611
H 1.781 -0.949 -1.551
*
```

- Energy: -345.64154 Eh
- HOMO-LUMO gap: 8.7 eV
- Lowest unoccupied orbital energy: 0.26 eV

Entry from OMol25: a 3-piece molecular cluster, C12H15F9O6 overall at a distorted geometry (ωB97M-V/def2-TZVPD).

```
! RIJCOSX wB97M-V def2-TZVPD def2/J DEFGRID3
* xyz 0 1
C -1.630 2.422 -3.119
C -0.432 2.391 -2.199
O -0.047 3.754 -1.977
C 0.854 3.970 -1.017
O 1.313 3.135 -0.308
C 1.166 5.465 -0.878
F 1.168 5.809 0.406
F 2.403 5.682 -1.366
F 0.315 6.240 -1.535
H -1.395 2.931 -4.055
H -2.529 2.868 -2.702
H -1.887 1.401 -3.416
H 0.414 1.864 -2.643
H -0.712 1.919 -1.256
C -1.360 -2.174 -1.071
C -1.666 -2.792 0.304
O -2.078 -1.716 1.172
C -2.979 -1.978 2.081
O -3.615 -2.990 2.187
C -3.174 -0.847 3.119
F -2.797 -1.271 4.320
F -2.431 0.226 2.807
F -4.447 -0.477 3.187
H -0.668 -2.806 -1.621
H -0.942 -1.176 -0.969
H -2.335 -2.175 -1.557
H -0.813 -3.300 0.746
H -2.422 -3.568 0.222
C 1.172 0.110 0.785
C 2.139 -0.616 -0.162
O 3.025 -1.494 0.537
C 2.549 -2.656 0.900
O 1.453 -3.061 0.627
C 3.581 -3.567 1.599
F 3.398 -3.424 2.929
F 3.412 -4.836 1.274
F 4.830 -3.217 1.303
H 1.705 0.904 1.304
H 0.662 -0.504 1.521
H 0.479 0.593 0.094
H 2.742 0.137 -0.661
H 1.579 -1.175 -0.912
*
```

- Energy: -1816.53691 Eh
- HOMO-LUMO gap: 11.6 eV
- SMILES string: CCOC(=O)C(F)(F)F.CCOC(=O)C(F)(F)F.CCOC(=O)C(F)(F)F
- Lowest unoccupied orbital energy: 0.38 eV